Below is a molecular structure, C10H12ClMoNO3 at a distorted geometry, with properties calculated with ωB97M-V/def2-TZVPD.

Its energy relative to the best compared isomer or geometry (same formula, charge and spin) is 0.0 kcal/mol. Its total charge is +2. For the molecular weight, the calculation gives 325.60 g/mol. As for the expectation value of S²: 2.0283. As for the LUMO energy (alpha / beta): -0.3786 / -0.3914 Ha. For the electronic energy, the calculation gives -32558.5329 eV. Its spin multiplicity is 3.

Each line ends with the Mulliken spin population.
Element x y z (Å)
H  2.619  0.581  3.092  0.0003
H  0.833  -1.752  -2.279  0.0068
N  1.681  -1.820  1.352  0.0014
H  1.483  -0.294  4.088  0.0002
C  0.474  -0.780  -1.968  0.0144
O  0.457  0.061  1.770  -0.0498
H  -1.321  3.039  -2.969  0.0136
C  -2.089  0.864  1.100  -0.0463
H  2.963  -1.131  3.503  -0.0005
O  -1.729  -3.130  0.904  0.0632
C  1.167  0.092  -1.060  -0.0708
Cl  -3.308  -0.616  -1.190  0.1722
C  1.370  -0.721  2.068  -0.0019
Mo  -1.089  -0.232  -0.429  1.9162
C  -1.375  -2.158  0.380  -0.0503
C  -0.635  1.288  -1.940  0.0706
C  2.188  -0.407  3.263  -0.0051
H  -2.593  1.948  -2.419  -0.0025
H  1.126  -2.135  0.559  0.0040
H  2.396  -2.441  1.666  -0.0002
H  -1.291  -0.373  -3.299  0.0047
H  0.798  2.236  -0.504  -0.0009
C  -1.628  2.374  -2.159  -0.0064
C  -0.617  -0.026  -2.541  -0.0311
O  -2.754  1.286  1.956  0.0535
C  0.467  1.340  -1.019  -0.0627
H  -1.761  2.981  -1.261  0.0056
H  2.168  -0.075  -0.664  0.0019


Below is a molecular structure, C38H56ClF2N2O7V at a distorted geometry, with properties calculated with ωB97M-V/def2-TZVPD.

Its total charge is +1. For the molecular weight, the calculation gives 777.27 g/mol. As for the expectation value of S²: 0.7671. As for the LUMO energy (alpha / beta): -0.0923 / -0.1045 Ha. For the electronic energy, the calculation gives -101267.3422 eV. Its spin multiplicity is 2.

Each line ends with the Mulliken spin population.
Element x y z (Å)
H  3.931  -2.242  -4.181  0.0000
H  -3.955  -1.783  -3.928  0.0003
C  -1.128  -1.216  4.322  0.0002
H  -6.812  -3.858  1.745  0.0007
H  -0.114  4.647  -1.585  0.0000
C  -2.011  -4.381  -2.655  -0.0001
H  -4.274  1.851  -0.685  -0.0003
H  2.611  -1.745  -3.132  0.0000
H  3.532  1.287  2.054  -0.0001
H  -2.863  -4.024  0.443  0.0006
H  -2.753  -5.201  -2.678  0.0009
H  0.834  -0.122  4.831  0.0000
C  -4.448  1.060  1.288  -0.0004
H  2.884  -2.350  -6.530  0.0000
C  -3.120  -2.478  -4.020  0.0008
N  -1.084  -0.738  2.135  0.0010
C  4.767  6.801  -2.680  0.0000
C  -3.651  -4.489  0.907  0.0057
H  3.263  -3.389  -3.084  0.0000
C  3.825  5.909  -3.201  0.0000
C  -6.188  -4.555  1.184  -0.0005
H  -0.317  6.172  1.033  0.0000
O  -5.239  -0.681  -1.824  -0.1589
H  -3.145  -3.180  -4.839  0.0003
H  -1.479  -1.644  5.277  0.0000
H  6.672  4.592  -0.899  0.0000
F  -1.009  -5.779  0.322  0.0000
H  0.817  0.397  2.154  -0.0002
Cl  -2.139  -0.048  -0.962  0.0031
O  -5.184  -2.711  0.192  -0.0068
H  6.322  7.095  -1.234  0.0000
C  2.055  3.878  2.910  -0.0001
C  -0.507  -5.827  2.656  0.0001
C  4.911  4.100  -2.070  0.0000
H  0.004  -5.476  4.677  0.0000
H  -4.061  2.951  0.690  0.0006
H  3.031  3.883  -3.079  0.0000
H  1.643  -2.647  1.993  0.0001
C  4.949  -0.432  -0.022  0.0001
H  -1.802  4.322  -2.099  0.0000
O  3.456  -1.625  1.346  0.0001
H  4.639  0.315  -0.804  0.0000
N  3.136  4.214  2.222  0.0000
C  -4.708  2.101  0.290  0.0080
H  -1.920  6.377  1.675  0.0000
H  0.669  -3.915  0.033  0.0000
H  -5.770  2.495  0.458  0.0004
H  1.295  -3.512  4.377  0.0000
H  0.224  2.774  2.418  0.0000
C  1.120  3.231  2.093  0.0003
O  0.706  -2.811  -4.419  -0.0001
H  -1.110  6.033  -2.017  0.0000
C  4.115  -0.585  1.181  -0.0002
H  3.808  -0.177  3.170  0.0000
C  0.004  -0.080  2.758  0.0002
H  -3.248  1.185  2.984  0.0003
H  3.996  4.667  2.586  0.0000
C  -1.168  5.042  -1.556  0.0000
H  -3.704  -5.574  0.720  0.0000
H  2.141  3.952  4.021  0.0000
O  -2.426  4.167  0.235  -0.0005
C  5.841  4.987  -1.534  0.0000
V  -4.251  -1.142  -0.704  1.1537
H  -1.366  -6.492  2.772  0.0000
H  -6.777  -4.771  0.259  0.0016
C  1.065  -3.544  2.190  0.0000
C  1.900  -2.891  -4.731  0.0000
C  -1.805  -1.381  3.099  0.0002
H  -1.510  -4.482  -3.658  0.0001
H  -3.419  -4.421  1.976  0.0013
H  5.212  0.814  2.411  0.0000
C  2.958  -2.567  -3.705  0.0000
H  1.218  2.846  -0.036  0.0001
O  -4.551  -0.168  1.043  -0.0139
H  -2.202  -1.804  -4.043  0.0005
C  -1.758  5.111  -0.141  -0.0001
C  3.837  4.531  -2.817  0.0000
F  5.019  2.794  -1.760  0.0000
C  0.519  -4.212  1.131  -0.0002
C  0.151  -5.178  3.668  0.0000
C  4.157  0.392  2.296  0.0001
H  1.497  -3.566  -6.751  0.0000
C  -1.374  6.243  0.741  0.0000
H  4.975  -1.410  -0.513  0.0000
C  -2.841  -3.193  -2.688  0.0052
H  3.700  3.899  0.201  0.0001
H  -4.311  2.526  2.690  0.0003
H  -2.676  -1.929  2.914  0.0004
C  5.702  6.366  -1.718  0.0000
H  -5.981  -5.428  1.788  -0.0001
C  2.956  3.776  0.924  0.0003
C  1.683  3.267  0.838  -0.0006
H  3.045  -4.045  -6.092  0.0000
H  5.926  -0.180  0.321  0.0000
H  -1.346  -4.475  -1.804  -0.0003
C  -5.007  -3.820  0.692  0.0058
C  2.344  -3.242  -6.131  0.0000
C  0.039  -0.432  4.079  0.0001
H  -4.910  0.895  3.330  0.0004
C  -0.301  -5.312  1.398  0.0001
H  -1.395  7.257  0.231  0.0000
C  0.833  -3.983  3.484  -0.0001
H  -1.276  -0.636  1.167  -0.0017
C  -4.238  1.452  2.633  0.0000
O  -3.271  -2.717  -1.629  -0.0090
H  4.840  7.836  -3.057  0.0000
H  3.128  6.206  -3.959  0.0000


Below is C4H4Cl2N2O in the gas phase at a distorted geometry, with properties calculated with ωB97M-V/def2-TZVPD.

Its energy relative to the best compared isomer or geometry (same formula, charge and spin) is 73.0 kcal/mol. For the molecular weight, the calculation gives 167.00 g/mol. As for the LUMO energy (alpha / beta): -0.0346 / 0.0114 Ha. For the electronic energy, the calculation gives -34281.2250 eV.

Each line ends with the Löwdin charge.
Element x y z (Å)
H  -0.528  -1.899  1.961  0.1238
Cl  -2.449  -0.348  -0.791  0.6449
N  -0.128  0.955  -1.030  -0.0907
H  1.907  1.272  -1.088  0.1261
C  -1.341  0.927  -0.444  -1.2019
O  -0.509  -2.762  0.109  -0.0125
Cl  -1.578  1.808  0.997  0.6526
N  1.566  -0.140  0.350  0.1080
C  -0.096  -1.960  0.942  -0.3623
C  1.146  1.052  -0.337  -0.2272
C  0.987  -1.113  0.776  0.0026
H  -0.083  0.344  -1.840  0.1298
H  1.108  1.863  0.395  0.1068


Below is C5H12N2 in the gas phase at a distorted geometry, with properties calculated with ωB97M-V/def2-TZVPD.

Its energy relative to the best compared isomer or geometry (same formula, charge and spin) is 28.2 kcal/mol. For the molecular weight, the calculation gives 100.16 g/mol. As for the LUMO energy: 0.0331 Ha. For the electronic energy, the calculation gives -8358.9124 eV. As for the SMILES: C=C(N)C[C@@H](C)N.

Each line ends with the Löwdin charge.
Element x y z (Å)
H  -1.600  0.549  2.637  0.0667
C  -1.743  -0.008  -0.436  -0.0702
N  1.624  1.288  -0.685  0.0769
H  0.804  1.886  -0.587  0.0803
C  1.283  -0.966  -1.679  0.0257
C  -0.864  0.221  0.770  -0.4694
N  -1.491  -0.246  2.019  0.0353
H  1.593  -0.714  -2.682  0.0527
H  1.141  -0.209  1.483  0.1141
H  1.955  1.627  -1.585  0.0836
H  -2.443  -0.531  1.811  0.0615
H  0.582  -1.778  -1.550  0.0582
H  -1.979  -1.071  -0.486  0.0884
H  0.305  -1.476  0.668  0.1099
H  -2.616  0.646  -0.459  0.0793
C  1.254  -0.072  -0.696  -0.4368
H  -0.669  1.296  0.880  0.1204
C  0.545  -0.411  0.595  -0.1473
H  -1.207  0.280  -1.343  0.0708


Below is 2 unconnected molecules or ions with the total composition C7H14N at a distorted geometry, with properties calculated with ωB97M-V/def2-TZVPD.

Its energy relative to the best compared isomer or geometry (same formula, charge and spin) is 100.4 kcal/mol. Its total charge is +1. For the molecular weight, the calculation gives 112.20 g/mol. As for the LUMO energy: -0.2290 Ha. For the electronic energy, the calculation gives -8964.7225 eV.

Each line ends with the Löwdin charge.
Element x y z (Å)
H  -3.038  0.299  0.224  -0.0279
H  -1.131  0.820  2.202  0.1201
C  3.674  0.347  0.100  -0.0632
H  3.974  0.186  1.125  0.0801
C  2.209  0.148  -0.142  -0.1191
C  -0.324  -1.427  -0.658  0.1399
H  1.425  0.834  1.720  0.1302
N  -3.639  0.371  -0.592  0.0418
H  0.378  -1.871  -1.336  0.1182
H  -3.918  1.316  -0.803  0.0429
H  1.997  0.035  -1.192  0.1094
C  -0.595  -0.013  -0.968  -0.0881
H  -1.081  -1.987  -0.137  0.1043
H  -4.397  -0.275  -0.432  0.0393
H  0.017  0.491  -1.690  0.1271
C  -0.179  -0.017  0.525  -0.2873
C  -1.218  0.034  1.442  0.1934
H  3.997  1.332  -0.292  0.1061
H  4.168  -0.469  -0.431  0.0859
C  1.248  0.367  0.757  -0.0378
H  -1.650  0.258  -1.048  0.0695
H  -1.916  -0.780  1.627  0.1152


Below is a molecular structure, C22H27N7O3Os, with properties calculated with ωB97M-V/def2-TZVPD.

Its total charge is +4. For the molecular weight, the calculation gives 627.73 g/mol. As for the LUMO energy (alpha / beta): -0.5371 / -0.5388 Ha. For the electronic energy, the calculation gives -42252.0510 eV.

Each line ends with the Löwdin charge.
Element x y z (Å)
H  2.597  4.040  3.438  0.1283
H  1.107  -0.408  -2.679  0.1657
C  -3.635  -3.967  -3.778  0.0202
H  -4.547  -4.547  -3.815  0.1411
N  -0.761  -0.610  -1.725  -0.0665
C  -3.379  3.226  1.037  0.0784
H  2.643  2.316  3.883  0.0987
H  4.180  -2.758  0.625  0.1248
C  -1.970  -1.380  -1.651  -0.2167
C  3.173  -2.877  0.229  0.0489
C  -2.609  2.156  0.649  -0.2134
O  -0.024  0.252  1.853  -0.2540
H  -4.130  0.503  0.643  0.1766
H  0.126  1.958  3.003  0.1722
C  -3.419  -3.092  -2.725  0.0433
H  -1.248  5.659  0.011  0.1460
C  -1.307  -2.498  -3.724  -0.1421
O  1.168  -0.959  -0.084  -0.1306
C  1.315  -1.553  1.048  -0.3539
Os  -0.301  0.556  -0.205  1.7635
H  -4.155  -2.980  -1.940  0.1369
H  2.983  -4.014  2.430  0.1183
H  0.691  -1.225  3.140  0.1475
O  1.316  1.725  0.246  -0.1588
H  -2.879  -4.785  -5.617  0.1441
C  3.002  3.062  3.180  0.0520
C  0.329  -1.144  2.119  -0.0040
C  -2.693  -4.101  -4.799  0.0284
H  -0.782  -3.474  -5.571  0.1438
H  0.074  3.636  -0.573  0.1322
N  -0.113  -1.753  -3.637  0.2052
C  0.811  1.256  2.524  0.0033
C  -2.881  4.519  0.830  0.0601
C  0.149  -0.912  -2.687  -0.0586
H  3.057  3.211  -0.231  0.0973
N  2.213  -2.459  1.268  -0.0721
C  -0.904  3.551  -0.120  -0.0404
H  -0.600  -1.710  2.024  0.1673
H  3.051  -2.270  -0.660  0.0915
C  3.436  3.427  0.760  0.0554
H  1.395  0.757  3.293  0.1480
C  -2.244  -2.342  -2.690  -0.0839
H  4.466  3.085  0.848  0.1244
H  4.087  3.101  3.239  0.1237
H  2.733  -2.521  3.330  0.1182
H  0.583  -1.883  -4.368  0.2053
C  1.657  1.942  1.475  -0.3490
N  -1.365  2.313  0.096  -0.0625
C  -3.093  0.797  0.518  0.0486
N  -2.744  -1.130  -0.660  0.1531
H  3.002  -3.927  -0.002  0.1236
H  -4.364  3.066  1.457  0.1553
C  -1.648  4.676  0.225  0.0397
C  2.311  -3.172  2.566  0.0428
N  -2.245  -0.022  0.001  -0.1368
H  3.399  4.496  0.960  0.1240
H  -3.471  5.382  1.113  0.1531
H  1.343  -3.562  2.871  0.1164
C  -1.515  -3.367  -4.780  0.0481
N  2.629  2.734  1.788  -0.0717


Question: Among the records above, which one has the lowest molecular weight?
Answer: C5H12N2